The following is a quantum chemistry calculation of a structure of composition C23H30CeN3, from the Open Molecules 2025 dataset.

XYZ file:
```
57
Properties=species:S:1:pos:R:3
C 1.956 2.959 -1.501
H 2.237 3.620 -0.689
H 2.595 3.237 -2.336
H 2.332 1.990 -1.161
C 0.468 2.943 -1.865
H 0.212 1.983 -2.359
H -0.187 2.847 -0.986
C -0.042 4.141 -2.694
H -1.143 4.144 -2.680
H 0.333 5.094 -2.290
H 0.352 4.127 -3.716
C -0.976 -2.466 -2.715
C -1.408 -1.345 -3.565
C -0.285 -0.462 -3.729
C 0.814 -0.980 -2.960
C 0.400 -2.244 -2.387
C 1.273 -3.175 -1.607
C 2.240 -0.529 -3.132
C -0.189 0.729 -4.630
C -2.819 -0.928 -3.690
C -1.889 -3.351 -1.942
Ce -1.005 -0.574 -1.355
H 2.876 -0.791 -2.280
H 2.698 -0.988 -4.030
H 2.333 0.558 -3.250
H 2.196 -2.671 -1.283
H 0.758 -3.564 -0.719
H 1.577 -4.037 -2.223
H -2.817 -2.821 -1.630
H -2.226 -4.203 -2.549
H -1.381 -3.773 -1.056
H -2.886 -0.025 -4.321
H -3.420 -1.734 -4.146
H -3.285 -0.737 -2.682
H 0.465 1.509 -4.220
H 0.241 0.470 -5.614
H -1.161 1.185 -4.813
N -0.136 1.724 9.926
C -0.061 1.322 8.831
C -0.044 0.870 7.475
C -0.909 1.469 6.567
C -0.971 1.062 5.234
C -0.158 -0.006 4.815
C 0.706 -0.631 5.723
C 0.798 -0.166 7.033
N -0.159 -0.423 3.462
C 0.516 -1.557 2.990
C 0.249 -1.673 1.666
N -0.462 -0.539 1.224
C -0.743 0.151 2.355
H -1.538 2.294 6.903
H -1.613 1.567 4.515
H 1.361 -1.459 5.413
H 1.540 -0.601 7.684
H 1.167 -2.152 3.614
H 0.595 -2.437 0.986
H -1.373 1.045 2.393
```

Frontier orbital gap (spin up / spin down) = 6.883 / 6.983 eV
2S+1 = 2
E_HOMO (spin up / spin down) = -14.01 / -14.01 eV
DFT total energy = -41721.2054 eV
Total charge = +2
Lowest unoccupied orbital energy (spin up / spin down) = -7.1 / -7.0 eV
<S²> = 0.751

=====

The following is a quantum chemistry calculation of a structure of composition C23H30ClGe2O2Tc, from the Open Molecules 2025 dataset.

XYZ file:
```
59
Properties=species:S:1:pos:R:3
Tc 0.583 -2.275 -0.323
Cl 6.728 -2.307 3.526
C 5.426 -2.162 2.428
C 5.683 -1.711 1.114
C 4.683 -1.565 0.171
C 3.376 -1.889 0.525
O 2.416 -1.756 -0.400
C 3.086 -2.355 1.843
C 1.814 -2.730 2.243
O 0.741 -2.732 1.511
C 4.147 -2.475 2.796
H 6.704 -1.471 0.843
H 4.909 -1.219 -0.827
H 1.628 -3.069 3.261
H 3.931 -2.824 3.797
C -3.453 -2.423 -2.479
C -1.964 -2.514 -2.066
Ge -1.881 -1.613 -0.311
C -2.488 -2.579 1.271
C -4.010 -2.396 1.424
C -2.459 0.226 -0.384
C -1.484 1.179 -0.438
Ge 0.380 0.457 -0.418
C 1.322 0.855 1.236
C 1.476 2.345 1.572
C 1.287 0.512 -2.149
C 1.556 1.924 -2.696
C -1.830 2.588 -0.511
C -0.811 3.582 -0.607
C -1.117 4.909 -0.684
C -2.473 5.314 -0.665
C -3.510 4.366 -0.569
C -3.201 3.041 -0.494
H -3.572 -2.943 -3.430
H -3.774 -1.392 -2.623
H -4.115 -2.907 -1.762
H -1.328 -2.023 -2.807
H -1.658 -3.560 -1.982
H -1.955 -2.184 2.136
H -2.225 -3.634 1.175
H -4.289 -1.348 1.531
H -4.335 -2.911 2.328
H -4.570 -2.822 0.593
H -3.514 0.473 -0.384
H 2.306 0.395 1.140
H 0.798 0.347 2.049
H 2.010 2.892 0.794
H 2.055 2.455 2.488
H 0.514 2.828 1.747
H 0.700 -0.051 -2.882
H 2.226 -0.023 -2.015
H 0.635 2.446 -2.950
H 2.142 1.854 -3.613
H 2.131 2.532 -1.996
H 0.228 3.287 -0.620
H -0.342 5.659 -0.756
H -2.714 6.369 -0.721
H -4.538 4.699 -0.557
H -4.009 2.329 -0.424
```

Frontier orbital gap (spin up / spin down) = 5.664 / 4.401 eV
2S+1 = 4
E_HOMO (spin up / spin down) = -16.80 / -16.80 eV
DFT total energy = -156153.5565 eV
Total charge = +3
Lowest unoccupied orbital energy (spin up / spin down) = -11.1 / -12.4 eV
<S²> = 3.891

=====

The following is a quantum chemistry calculation of a cluster of 4 separate species, C23H30ClN2O10 in total, from the Open Molecules 2025 dataset.

XYZ file:
```
66
Properties=species:S:1:pos:R:3
C 1.920 -0.290 3.308
C 1.872 1.063 2.666
C 2.595 2.126 3.215
C 2.540 3.394 2.637
C 1.783 3.634 1.497
C 1.072 2.580 0.938
C 1.109 1.301 1.515
C 0.290 0.219 0.840
C -1.132 0.605 0.628
C -1.938 0.390 -0.439
N -3.171 0.909 -0.163
C -3.192 1.449 1.051
C -4.361 2.077 1.701
C -5.296 1.082 2.400
C -4.794 0.523 3.728
O -5.909 0.443 4.609
N -1.950 1.273 1.532
Cl -1.517 1.839 3.068
H 0.950 -0.781 3.302
H 2.592 -0.936 2.748
H 2.227 -0.238 4.347
H 3.186 1.979 4.105
H 3.082 4.216 3.079
H 1.727 4.614 1.055
H 0.481 2.737 0.045
H 0.696 0.008 -0.147
H 0.324 -0.717 1.385
H -1.678 -0.107 -1.351
H -3.952 0.872 -0.809
H -4.924 2.542 0.892
H -4.048 2.884 2.354
H -6.219 1.613 2.609
H -5.531 0.249 1.743
H -4.354 -0.463 3.575
H -4.042 1.160 4.192
H -5.816 -0.359 5.128
C 5.288 0.113 -0.959
C 5.993 -0.032 0.374
O 4.942 -0.531 1.217
C 4.029 -1.134 0.436
O 3.120 -1.793 0.841
O 4.266 -0.894 -0.869
H 5.932 -0.076 -1.813
H 4.809 1.086 -1.077
H 6.798 -0.767 0.346
H 6.379 0.906 0.762
C -4.018 -0.006 -5.201
C -3.482 0.544 -3.895
O -4.569 0.294 -2.989
C -5.312 -0.740 -3.500
O -6.174 -1.285 -2.903
O -4.914 -1.028 -4.753
H -3.247 -0.430 -5.837
H -4.583 0.736 -5.767
H -2.600 -0.002 -3.552
H -3.256 1.606 -3.936
C 2.781 -4.571 -2.805
C 4.023 -4.071 -2.101
O 4.858 -3.673 -3.193
C 4.062 -3.402 -4.257
O 4.425 -2.882 -5.257
O 2.787 -3.800 -4.011
H 1.868 -4.391 -2.244
H 2.840 -5.631 -3.061
H 3.824 -3.201 -1.479
H 4.512 -4.837 -1.503
```

Frontier orbital gap = 8.788 eV
E_HOMO = -11.67 eV
DFT total energy = -60309.0355 eV
Total charge = +1
Lowest unoccupied orbital energy = -2.9 eV

=====

The following is a quantum chemistry calculation of a cluster of 2 separate species, C23H30F2N2O4 in total, from the Open Molecules 2025 dataset.

XYZ file:
```
61
Properties=species:S:1:pos:R:3
C 1.062 -2.952 0.745
C 1.245 -4.055 -0.306
C 0.533 -3.791 -1.656
C -0.992 -3.696 -1.447
C 0.880 -4.903 -2.681
N 2.337 -4.995 -2.889
C 3.010 -6.045 -3.357
C 2.293 -7.360 -3.592
O 4.203 -5.949 -3.591
C 0.107 -4.745 -4.010
O -0.894 -5.424 -4.196
N 0.514 -3.927 -4.992
C 1.648 -3.001 -5.024
H 1.693 -3.171 1.607
H 1.355 -1.987 0.330
H 0.028 -2.907 1.084
H 0.888 -4.998 0.111
H 2.317 -4.149 -0.473
H 0.880 -2.834 -2.046
H -1.239 -2.898 -0.750
H -1.498 -3.465 -2.385
H -1.379 -4.640 -1.062
H 0.537 -5.841 -2.243
H 2.892 -4.169 -2.736
H 1.505 -7.224 -4.329
H 3.010 -8.093 -3.959
H 1.868 -7.713 -2.654
H -0.071 -3.961 -5.813
H 2.580 -3.552 -5.170
H 1.707 -2.426 -4.100
H 1.528 -2.304 -5.855
C -1.079 0.485 0.907
C -2.192 1.373 0.352
C -2.062 2.777 0.890
C -2.799 3.157 2.023
C -2.694 4.448 2.538
O -3.419 4.815 3.635
C -1.837 5.377 1.933
O -1.713 6.646 2.434
C -0.877 6.838 3.516
C -0.064 5.829 4.082
C 0.758 6.102 5.180
C 0.785 7.384 5.732
C -0.008 8.392 5.177
C -0.833 8.126 4.080
F -1.593 9.127 3.573
C -1.108 5.006 0.801
C -1.209 3.714 0.278
F -0.476 3.385 -0.812
H -0.097 0.871 0.615
H -1.130 0.446 1.999
H -1.182 -0.532 0.517
H -2.143 1.386 -0.742
H -3.165 0.955 0.628
H -3.464 2.454 2.515
H -3.245 5.760 3.802
H -0.056 4.822 3.676
H 1.377 5.315 5.601
H 1.421 7.597 6.586
H 0.011 9.395 5.593
H -0.452 5.729 0.327
```

Frontier orbital gap = 9.235 eV
Structure (SMILES) = CC[C@H](C)[C@H](NC(C)=O)C(=O)NC.CCc1cc(O)c(Oc2ccccc2F)cc1F
E_HOMO = -8.73 eV
DFT total energy = -40943.5505 eV
Total charge = 0
Lowest unoccupied orbital energy = 0.5 eV

=====

The following is a quantum chemistry calculation of an isolated molecule of C23H30N4O2, from the Open Molecules 2025 dataset.

XYZ file:
```
59
Properties=species:S:1:pos:R:3
C 5.429 0.695 -0.132
C 4.100 -0.004 0.137
C 2.898 0.692 -0.514
C 2.765 2.123 0.021
C 1.591 2.856 -0.613
C 0.328 2.043 -0.383
C 0.539 0.633 -0.920
N 1.648 -0.020 -0.247
C 1.674 -1.453 -0.513
C 1.950 -2.264 0.765
C 1.072 -3.514 0.850
N -0.310 -3.167 1.082
C -1.278 -3.315 0.170
O -1.150 -3.846 -0.915
C -2.616 -2.724 0.647
N -2.586 -1.272 0.634
C -2.183 -0.651 1.803
O -1.735 -1.309 2.734
C -2.364 0.774 1.833
C -2.164 1.675 2.862
C -2.547 2.931 2.381
C -2.963 2.771 1.080
N -2.855 1.463 0.746
C -3.080 0.829 -0.466
C -3.428 1.531 -1.615
C -3.591 0.872 -2.816
C -3.381 -0.496 -2.883
C -3.040 -1.210 -1.752
C -2.906 -0.568 -0.519
H 5.551 0.887 -1.196
H 5.505 1.639 0.402
H 6.250 0.061 0.196
H 4.179 -1.018 -0.253
H 3.927 -0.067 1.212
H 3.080 0.740 -1.609
H 3.684 2.672 -0.177
H 2.616 2.070 1.101
H 1.492 3.854 -0.181
H 1.764 2.968 -1.687
H 0.118 1.989 0.687
H -0.528 2.500 -0.885
H -0.363 0.042 -0.745
H 0.698 0.683 -2.014
H 0.689 -1.745 -0.886
H 2.393 -1.712 -1.302
H 2.995 -2.569 0.823
H 1.737 -1.624 1.623
H 1.114 -4.081 -0.083
H 1.415 -4.153 1.671
H -0.526 -2.644 1.926
H -3.430 -3.082 0.015
H -2.793 -3.032 1.681
H -1.793 1.432 3.837
H -2.524 3.856 2.922
H -3.326 3.510 0.395
H -3.563 2.599 -1.566
H -3.862 1.427 -3.701
H -3.476 -1.013 -3.825
H -2.840 -2.265 -1.840
```

Frontier orbital gap = 8.742 eV
Structure (SMILES) = CC[C@@H]1CCCCN1CCCNC(=O)Cn1c(=O)c2cccn2c2ccccc21
E_HOMO = -8.34 eV
DFT total energy = -34395.2347 eV
Total charge = 0
Lowest unoccupied orbital energy = 0.4 eV

=====

The following is a quantum chemistry calculation of a structure of composition C23H31As2N3O4ReS, from the Open Molecules 2025 dataset.

XYZ file:
```
65
Properties=species:S:1:pos:R:3
Re 0.002 -0.162 0.404
C 3.283 -2.070 -0.399
As 1.463 -2.251 0.307
C 1.656 -3.353 1.907
C 0.620 -3.499 -0.941
C 0.882 -4.864 -0.916
C 0.212 -5.720 -1.777
C -0.717 -5.219 -2.675
C -0.982 -3.860 -2.719
C -0.309 -3.000 -1.855
As -0.566 -1.064 -1.914
C 0.694 -0.492 -3.296
C -2.293 -0.774 -2.783
H 3.870 -2.953 -0.125
H 3.753 -1.173 0.004
H 3.252 -1.992 -1.487
H 2.360 -4.161 1.677
H 0.682 -3.771 2.173
H 2.046 -2.789 2.754
H 1.608 -5.270 -0.218
H 0.404 -6.780 -1.734
H -1.242 -5.886 -3.337
H -1.720 -3.475 -3.414
H 0.571 -1.126 -4.182
H 1.723 -0.570 -2.935
H 0.500 0.548 -3.572
H -2.259 -1.259 -3.766
H -2.462 0.298 -2.926
H -3.105 -1.203 -2.186
O -1.297 1.114 1.573
N -2.078 2.035 1.068
C -2.999 2.640 1.838
C -3.881 3.539 1.286
C -3.821 3.828 -0.076
C -2.827 3.248 -0.837
C -1.940 2.363 -0.236
S -0.566 1.680 -1.050
H -3.013 2.367 2.883
H -4.629 3.999 1.910
H -4.529 4.500 -0.534
H -2.717 3.469 -1.887
C 0.886 2.539 3.999
C 2.323 2.041 4.067
C 2.471 0.521 3.801
C 3.961 0.140 3.909
C 4.224 -1.323 3.581
C 1.669 -0.213 4.879
O 2.016 -0.252 6.022
N 0.480 -0.844 4.490
C 0.011 -0.919 3.212
O -0.969 -1.529 2.817
N 0.764 -0.304 2.264
C 1.960 0.279 2.409
O 2.519 0.598 1.358
H 0.878 3.618 4.120
H 0.278 2.107 4.793
H 0.425 2.304 3.038
H 2.734 2.245 5.056
H 2.931 2.564 3.328
H 4.281 0.347 4.930
H 4.533 0.780 3.236
H 3.652 -1.977 4.237
H 5.277 -1.543 3.726
H 3.977 -1.541 2.539
H -0.043 -1.319 5.223
```

Frontier orbital gap (spin up / spin down) = 6.380 / 6.868 eV
2S+1 = 2
E_HOMO (spin up / spin down) = -14.94 / -15.13 eV
DFT total energy = -171641.8044 eV
Total charge = +2
Lowest unoccupied orbital energy (spin up / spin down) = -8.6 / -8.3 eV
<S²> = 0.759

=====

The following is a quantum chemistry calculation of a structure of composition C23H31CoN5O3, from the Open Molecules 2025 dataset.

XYZ file:
```
63
Properties=species:S:1:pos:R:3
Co 0.022 -0.091 -0.350
C -0.062 -1.577 -2.970
N 0.157 -0.217 -2.424
C 1.519 0.213 -2.871
C 2.675 -0.709 -2.499
C 2.679 -1.101 -1.017
N 1.955 -0.078 -0.277
C 2.606 0.891 0.254
C 2.025 2.117 0.714
C 2.785 2.991 1.508
C 2.283 4.209 1.894
C 1.007 4.581 1.455
C 0.251 3.751 0.658
C 0.737 2.494 0.271
O 0.005 1.745 -0.534
C -0.770 0.740 -3.112
C -2.161 0.948 -2.511
C -2.666 -0.141 -1.582
N -1.935 -0.070 -0.320
C -2.630 0.134 0.737
C -2.158 0.337 2.076
C -3.107 0.588 3.084
C -2.725 0.799 4.384
C -1.360 0.766 4.697
C -0.412 0.523 3.729
C -0.791 0.300 2.394
O 0.151 0.050 1.514
H 0.094 -1.561 -4.052
H -1.067 -1.926 -2.763
H 0.628 -2.279 -2.515
H 1.674 1.204 -2.449
H 1.490 0.316 -3.960
H 3.583 -0.147 -2.731
H 2.697 -1.603 -3.124
H 3.698 -1.201 -0.639
H 2.177 -2.053 -0.867
H 3.693 0.800 0.311
H 3.779 2.686 1.815
H 2.865 4.875 2.516
H 0.603 5.543 1.746
H -0.734 4.045 0.318
H -0.844 0.400 -4.149
H -0.273 1.707 -3.124
H -2.867 1.070 -3.334
H -2.162 1.876 -1.941
H -2.571 -1.138 -2.011
H -3.730 0.016 -1.392
H -3.715 0.177 0.621
H -4.157 0.613 2.813
H -3.460 0.994 5.152
H -1.042 0.941 5.717
H 0.644 0.517 3.967
C -0.931 -4.653 -0.564
N -0.154 -4.159 0.560
C 0.228 -2.875 0.661
N 1.018 -2.509 1.690
O -0.121 -2.069 -0.238
H -1.370 -5.608 -0.289
H -0.314 -4.789 -1.453
H -1.731 -3.952 -0.793
H 0.177 -4.817 1.244
H 1.108 -3.129 2.478
H 1.010 -1.506 1.877
```

Frontier orbital gap = 8.163 eV
E_HOMO = -10.57 eV
DFT total energy = -75571.5612 eV
Total charge = +1
Lowest unoccupied orbital energy = -2.4 eV